The following is a quantum chemistry calculation of the molecule C7H10 in a non-equilibrium geometry, from the OMol25 dataset.

Atoms and positions in Å:
C  -2.039  -0.249  -0.156
C  -1.685  1.084  -0.631
C  -0.467  -0.433  0.090
C  0.712  -1.049  -0.766
C  1.678  -0.727  0.385
C  1.671  0.747  0.564
C  0.546  -0.065  1.177
H  -2.436  -0.900  -0.939
H  -2.668  -0.267  0.738
H  -1.751  1.331  -1.698
H  -1.930  1.957  -0.009
H  0.708  -2.105  -1.087
H  0.920  -0.437  -1.643
H  2.477  -1.360  0.780
H  1.426  1.346  -0.310
H  2.396  1.192  1.242
H  0.442  -0.064  2.263

Output
* Kohn-Sham gap: 8.7 eV
* energy: -7416.3848 eV
* ΔE to the lowest compared entry with this formula, charge and spin: 107.2 kcal/mol
* charge: 0

=====

The following is a quantum chemistry calculation of C7H10 as an isolated structure, from the OMol25 dataset.

Atoms and positions in Å:
C  2.042  0.465  -0.026
C  1.005  -0.522  0.489
C  -0.414  0.029  0.556
C  -1.376  -0.338  -0.871
C  -1.503  -0.981  0.468
C  -0.578  1.449  1.081
C  -0.885  1.469  -0.185
H  1.821  0.769  -1.056
H  3.041  0.017  -0.012
H  2.047  1.366  0.592
H  1.016  -1.441  -0.112
H  1.253  -0.823  1.517
H  -2.264  0.111  -1.302
H  -0.725  -0.819  -1.596
H  -1.181  -2.016  0.549
H  -2.413  -0.759  1.019
H  -0.886  2.023  -1.110

Output
* Kohn-Sham gap: 9.4 eV
* energy: -7415.4875 eV
* ΔE to the lowest compared entry with this formula, charge and spin: 127.9 kcal/mol
* charge: 0

=====

The following is a quantum chemistry calculation of a 2-piece molecular cluster, C7H10 overall, from the OMol25 dataset.

Atoms and positions in Å:
C  2.333  0.001  0.679
C  1.540  -0.861  1.307
C  -1.208  0.019  -0.538
C  -0.298  -0.053  -1.735
C  -2.081  -0.939  -0.219
C  -1.090  1.195  0.289
C  -0.965  2.186  0.965
H  3.297  -0.298  0.272
H  2.040  1.042  0.543
H  0.746  -0.018  -1.410
H  1.812  -1.907  1.441
H  0.578  -0.550  1.709
H  -0.473  0.793  -2.406
H  -0.459  -0.983  -2.286
H  -2.174  -1.830  -0.832
H  -2.723  -0.860  0.652
H  -0.876  3.063  1.569

Output
* Kohn-Sham gap: 10.2 eV
* energy: -7417.8145 eV
* ΔE to the lowest compared entry with this formula, charge and spin: 74.3 kcal/mol
* charge: 0

=====

The following is a quantum chemistry calculation of a 2-piece molecular cluster, C7H10 overall, from the OMol25 dataset.

Atoms and positions in Å:
C  0.965  -0.500  1.250
C  1.720  0.106  0.098
C  1.036  -1.268  -0.038
C  0.135  -0.735  -1.190
C  -1.295  -0.104  -1.125
C  -0.573  1.214  -0.823
C  0.634  0.617  -0.836
H  1.576  -0.915  2.049
H  0.038  -0.041  1.588
H  2.776  0.351  0.139
H  1.521  -2.240  -0.065
H  0.433  -1.162  -2.152
H  -1.875  -0.444  -0.257
H  -1.916  -0.195  -2.025
H  -0.942  2.172  -0.467
H  -2.329  1.355  1.714
H  -1.901  1.789  2.140

Output
* Kohn-Sham gap: 9.8 eV
* energy: -7415.6117 eV
* ΔE to the lowest compared entry with this formula, charge and spin: 125.1 kcal/mol
* charge: 0

=====

The following is a quantum chemistry calculation of the molecule C7H10 in a non-equilibrium geometry, from the OMol25 dataset.

Atoms and positions in Å:
C  -1.518  1.370  -0.117
C  -0.198  1.165  0.033
C  -1.133  -0.976  0.182
C  -2.431  0.045  -0.168
C  1.484  -0.803  0.231
C  0.316  -0.218  0.170
C  2.740  -0.046  0.033
H  -2.103  2.179  -0.509
H  -3.204  -0.031  0.491
H  0.435  2.000  -0.010
H  -1.302  -1.277  1.270
H  -1.002  -1.803  -0.425
H  -2.621  -0.067  -1.233
H  1.389  -1.847  0.126
H  2.714  0.923  0.443
H  2.835  -0.035  -0.940
H  3.599  -0.579  0.422

Output
* Kohn-Sham gap: 9.5 eV
* energy: -7418.2546 eV
* ΔE to the lowest compared entry with this formula, charge and spin: 64.1 kcal/mol
* charge: 0

=====

The following is a quantum chemistry calculation of C7H10 as an isolated structure in a non-equilibrium geometry, from the OMol25 dataset.

Atoms and positions in Å:
C  -0.817  1.216  -0.129
C  -0.651  0.121  0.944
C  -1.330  -0.910  0.041
C  -0.521  -0.025  -1.015
C  0.827  -0.539  -0.639
C  1.732  0.407  0.001
C  0.804  -0.349  0.836
H  -1.871  1.610  -0.112
H  -0.104  1.979  -0.150
H  -1.322  0.536  1.789
H  -0.953  -1.913  0.211
H  -2.363  -0.693  -0.127
H  -0.546  -0.013  -2.021
H  1.109  -1.538  -1.165
H  2.795  0.083  -0.043
H  1.711  1.463  -0.208
H  1.286  -1.043  1.591

Output
* Kohn-Sham gap: 10.8 eV
* energy: -7417.5410 eV
* ΔE to the lowest compared entry with this formula, charge and spin: 80.6 kcal/mol
* charge: 0

=====

The following is a quantum chemistry calculation of the molecule C7H10, from the OMol25 dataset.

Atoms and positions in Å:
C  -0.394  1.182  1.332
C  -1.245  0.082  0.866
C  -0.788  1.105  -0.176
C  -0.316  -0.068  -1.096
C  1.176  -0.328  -1.283
C  1.167  -0.936  0.149
C  -0.406  -0.980  0.132
H  -0.955  1.902  1.939
H  0.608  1.036  1.724
H  -2.255  -0.088  1.226
H  -1.178  2.023  -0.597
H  -1.007  -0.251  -1.932
H  1.783  0.561  -1.480
H  1.397  -1.082  -2.051
H  1.642  -1.911  0.244
H  1.616  -0.271  0.888
H  -0.844  -1.976  0.115

Output
* Kohn-Sham gap: 10.4 eV
* energy: -7417.8786 eV
* ΔE to the lowest compared entry with this formula, charge and spin: 72.8 kcal/mol
* charge: 0

=====

The following is a quantum chemistry calculation of the molecule C7H10, from the OMol25 dataset.

Atoms and positions in Å:
C  -1.163  1.172  0.540
C  -0.880  -0.312  0.335
C  -1.163  -0.780  -1.102
C  0.200  -0.914  -0.514
C  1.554  -0.283  -0.840
C  1.955  0.221  0.479
C  1.786  0.499  1.640
H  -2.253  1.285  0.511
H  -0.822  1.599  1.491
H  -0.744  1.793  -0.260
H  -1.129  -0.902  1.220
H  -1.656  -1.695  -1.430
H  -1.408  0.076  -1.728
H  0.361  -1.941  -0.190
H  1.538  0.503  -1.603
H  2.229  -1.068  -1.207
H  1.594  0.746  2.657

Output
* Kohn-Sham gap: 10.7 eV
* energy: -7417.7908 eV
* ΔE to the lowest compared entry with this formula, charge and spin: 74.8 kcal/mol
* charge: 0

=====

The following is a quantum chemistry calculation of the molecule C7H10, from the OMol25 dataset.

Atoms and positions in Å:
C  0.062  1.326  -1.932
C  0.146  0.057  -1.545
C  0.619  -0.469  -0.210
C  1.208  0.596  0.706
C  -0.603  -1.175  0.401
C  -1.657  -0.375  1.097
C  -0.957  -1.153  1.858
H  0.416  2.152  -1.319
H  -0.373  1.585  -2.894
H  -2.417  0.381  0.971
H  -0.239  -0.714  -2.216
H  1.391  -1.230  -0.400
H  1.544  0.147  1.648
H  2.065  1.091  0.238
H  0.466  1.364  0.956
H  -0.919  -2.036  -0.201
H  -0.751  -1.546  2.842

Output
* Kohn-Sham gap: 10.4 eV
* energy: -7417.9078 eV
* ΔE to the lowest compared entry with this formula, charge and spin: 72.1 kcal/mol
* charge: 0

=====

The following is a quantum chemistry calculation of C7H10BrNO2S as an isolated structure in a non-equilibrium geometry, from the OMol25 dataset.

Atoms and positions in Å:
C  -1.120  -1.700  -0.117
C  -1.916  -0.712  -0.827
C  0.212  -1.621  0.046
C  -1.468  0.452  -1.293
C  1.086  -0.518  -0.549
C  0.548  0.820  -0.381
C  2.552  -0.604  -0.157
N  -0.734  3.195  0.405
O  -1.085  0.980  1.705
O  1.096  2.091  1.798
S  -0.058  1.717  1.063
Br  1.316  2.205  -1.401
H  -1.723  -2.588  0.237
H  -3.030  -0.920  -1.060
H  0.745  -2.464  0.557
H  -1.896  1.346  -1.664
H  1.053  -0.871  -1.713
H  2.786  -0.177  0.779
H  3.242  -0.080  -0.769
H  2.842  -1.684  -0.146
H  -1.502  3.451  0.913
H  -0.204  3.956  0.480

Output
* Kohn-Sham gap: 8.9 eV
* energy: -93878.6884 eV
* ΔE to the lowest compared entry with this formula, charge and spin: 87.9 kcal/mol
* charge: 0